The following is a quantum chemistry calculation of a structure of composition C4H6N2 at a distorted geometry, from the OMol25 dataset.

Output
F_max	0.12394	hartree/bohr
HOMO	-8.85	eV
orbital gap	9.618	eV
DFT total energy	-7222.8051	eV

Cartesian coordinates (Å):
C 0.82443 -0.02848 0.11462
C -0.06673 1.20081 0.22363
C -1.46450 0.65370 -0.25188
C -1.41920 -0.69416 -0.12732
H 2.51123 0.75318 -0.51301
H -0.14522 1.50562 1.34454
H 0.40804 2.04953 -0.45161
H -2.35774 1.27595 -0.44150
H -2.17226 -1.51450 -0.18819
H 0.29466 -2.06818 -0.50132
N 2.08766 -0.14819 -0.22336
N -0.05662 -1.10793 0.36576